1.
Density functional theory data (ωB97M-V/def2-TZVPD) for a molecular structure, C24H24BaN10S in a non-equilibrium geometry.

ORCA input file:
```
! wB97M-V def2-TZVPD RIJCOSX def2/J DEFGRID3
* xyz 2 1
Ba 0.33 0.49 0.38
C -0.46 2.89 4.22
C -1.69 3.68 3.89
C -2.12 3.85 2.64
C -1.40 3.27 1.50
N -0.29 2.63 1.63
C 0.11 2.24 2.94
C -1.93 3.33 0.12
C -2.74 4.36 -0.34
C -3.15 4.33 -1.66
C -2.72 3.29 -2.48
C -1.89 2.30 -1.95
N -1.53 2.32 -0.67
C -1.28 1.28 -2.83
C -1.91 0.88 -4.01
C -1.21 0.09 -4.91
C 0.09 -0.28 -4.60
C 0.60 0.09 -3.37
N -0.07 0.84 -2.49
H 0.23 3.47 4.83
H -2.21 4.14 4.72
H -3.01 4.43 2.45
H 1.20 2.12 2.97
H -3.02 5.17 0.31
H -3.77 5.11 -2.06
H -3.00 3.28 -3.52
H -2.92 1.18 -4.22
H -1.66 -0.21 -5.84
H 0.69 -0.85 -5.29
H 1.60 -0.21 -3.08
N 3.66 -2.82 3.58
C 3.44 -2.53 2.29
N 2.47 -1.65 2.19
C 2.12 -1.45 3.50
N 2.84 -2.13 4.36
C 1.07 -0.52 3.88
C 1.07 0.07 5.26
N 0.25 0.95 5.66
C -0.75 1.45 4.76
C -0.62 0.92 3.31
N 0.21 -0.20 3.00
H 4.34 -3.45 3.99
H 3.99 -2.96 1.46
H 1.81 -0.30 5.96
H -1.72 1.33 5.24
H -1.58 0.84 2.80
C 0.31 -5.15 -3.85
N -0.15 -4.23 -2.81
C 0.50 -3.30 -2.11
S -0.46 -2.34 -1.06
N 1.82 -3.11 -2.19
C 2.85 -3.88 -2.87
H -0.55 -5.43 -4.45
H 0.74 -6.06 -3.43
H 1.04 -4.67 -4.50
H -1.13 -4.28 -2.58
H 2.14 -2.36 -1.60
H 2.60 -4.94 -2.89
H 3.78 -3.78 -2.31
H 3.02 -3.53 -3.89
*
```

## Properties
energy above the lowest of the compared OMol25 structures with the same formula, charge and spin: 60.0 kcal per mole
lowest unoccupied orbital energy: -6.075 eV
calculated total energy: -1899.79263 a.u.
Kohn-Sham gap: 7.371 eV

---

2.
Density functional theory data (ωB97M-V/def2-TZVPD) for a molecular structure, C24H24BiIN2O3PS2 in a non-equilibrium geometry.

ORCA input file:
```
! wB97M-V def2-TZVPD RIJCOSX def2/J DEFGRID3
* xyz 1 1
Bi 1.08 2.38 0.36
N 1.83 1.65 2.61
C 3.21 1.20 2.78
C 4.13 2.06 1.91
N 3.78 1.87 0.50
H 1.66 2.52 3.11
H 1.16 0.97 2.96
H 3.28 0.15 2.46
H 3.54 1.26 3.82
H 5.17 1.80 2.12
H 3.98 3.11 2.17
H 4.10 0.97 0.18
H 4.23 2.57 -0.08
I 1.46 1.50 -2.65
C 0.13 0.08 -3.57
C 0.18 0.12 -4.94
C -0.49 -0.83 -5.71
C -1.16 -1.84 -5.08
C -1.27 -1.87 -3.67
C -2.02 -2.90 -3.09
C -2.24 -2.94 -1.75
C -1.70 -1.93 -0.95
C -0.91 -0.92 -1.46
P -0.34 0.13 -0.02
C 0.62 -1.17 0.83
C 0.17 -2.07 1.79
C 1.02 -3.05 2.27
C 2.32 -3.16 1.79
C 2.78 -2.26 0.83
C 1.93 -1.27 0.36
C -1.90 0.39 0.88
C -1.90 0.43 2.27
C -3.07 0.74 2.94
C -4.23 1.03 2.24
C -4.21 1.02 0.85
C -3.05 0.70 0.17
C -0.65 -0.86 -2.85
H 0.76 0.88 -5.44
H -0.45 -0.78 -6.79
H -1.64 -2.63 -5.64
H -2.44 -3.66 -3.74
H -2.83 -3.73 -1.29
H -1.93 -1.95 0.11
H -0.84 -2.02 2.16
H 0.67 -3.75 3.02
H 2.97 -3.94 2.15
H 3.78 -2.34 0.46
H 2.27 -0.58 -0.40
H -1.00 0.23 2.83
H -3.08 0.78 4.02
H -5.13 1.29 2.77
H -5.10 1.27 0.30
H -3.03 0.72 -0.91
O -2.53 4.41 -0.28
S -1.24 3.84 -0.17
O -1.06 2.49 -0.82
O -0.05 4.60 -0.52
S -0.75 3.31 1.79
*
```

## Properties
energy above the lowest of the compared OMol25 structures with the same formula, charge and spin: 10.7 kcal per mole
lowest unoccupied orbital energy: -3.319 eV
calculated total energy: -2914.00904 a.u.
Kohn-Sham gap: 7.809 eV

---

3.
Density functional theory data (ωB97M-V/def2-TZVPD) for a molecular structure, C24H24ClF6MoN3O4S3SbTe.

ORCA input file:
```
! wB97M-V def2-TZVPD RIJCOSX def2/J DEFGRID3
* xyz 2 2
Mo 3.35 0.70 0.40
F -1.55 -2.97 -3.05
C -1.71 -2.11 -2.04
C -0.62 -1.70 -1.33
C -0.77 -0.85 -0.23
C 0.42 -0.33 0.42
O 1.55 -0.52 -0.12
C 0.19 0.39 1.61
C -1.10 0.65 2.00
N -2.20 0.29 1.34
C -3.46 0.72 1.96
C -4.73 -0.06 1.99
C -4.65 1.24 1.22
C -2.06 -0.48 0.19
C -3.16 -0.86 -0.61
C -3.00 -1.65 -1.73
N -4.13 -1.97 -2.52
C -5.18 -2.79 -1.95
C -6.51 -2.43 -2.59
N -6.40 -2.59 -4.08
C -5.27 -1.77 -4.65
C -3.98 -2.16 -3.95
C 1.26 0.90 2.51
O 1.04 1.55 3.50
O 2.51 0.58 2.13
H 0.36 -2.07 -1.59
H -1.23 1.22 2.91
H -3.23 1.25 2.87
H -5.26 -0.08 2.93
H -4.79 -0.99 1.44
H -5.13 2.11 1.64
H -4.66 1.22 0.14
H -4.15 -0.51 -0.39
H -5.25 -2.62 -0.88
H -4.98 -3.86 -2.10
H -6.78 -1.39 -2.41
H -7.31 -3.09 -2.25
H -7.28 -2.33 -4.53
H -6.24 -3.58 -4.31
H -5.52 -0.72 -4.47
H -5.22 -1.95 -5.72
H -3.18 -1.52 -4.34
H -3.71 -3.19 -4.22
S 6.95 -1.00 -0.82
Sb 4.79 -1.68 -1.25
S 5.03 1.98 1.08
S 4.19 -1.48 1.06
Cl 10.17 3.11 5.39
C 8.62 2.93 4.67
C 7.84 1.82 4.98
C 6.60 1.68 4.39
C 6.12 2.63 3.50
C 4.78 2.45 2.86
C 6.91 3.74 3.20
C 8.16 3.89 3.79
H 8.21 1.08 5.68
H 5.99 0.81 4.62
H 4.19 3.37 2.83
H 4.20 1.66 3.32
H 6.55 4.50 2.52
H 8.77 4.75 3.56
F 1.36 -0.31 -5.11
Te 1.94 0.01 -3.39
F 2.04 1.97 -0.01
F 2.54 1.72 -3.65
F 0.21 0.82 -3.12
F 3.67 -0.56 -4.03
O 3.90 0.40 -1.21
*
```

## Properties
energy above the lowest of the compared OMol25 structures with the same formula, charge and spin: 0.0 kcal per mole
lowest unoccupied orbital energy (spin up / spin down): -6.813 / -7.438 eV
calculated total energy: -4224.18038 a.u.
Kohn-Sham gap (spin up / spin down): 5.604 / 4.980 eV
expectation value of S²: 0.758

---

4.
Density functional theory data (ωB97M-V/def2-TZVPD) for a molecular structure, C24H24ClMnN6O6S in a non-equilibrium geometry.

ORCA input file:
```
! wB97M-V def2-TZVPD RIJCOSX def2/J DEFGRID3
* xyz -1 6
Mn 1.06 -0.08 -0.81
C 1.32 -4.01 0.53
C 2.22 -3.39 -0.46
N 2.05 -2.23 -1.08
C 3.15 -2.04 -1.85
C 4.00 -3.10 -1.73
N 3.40 -3.95 -0.84
C 5.30 -3.41 -2.35
O 5.71 -2.54 -3.25
O 5.90 -4.42 -2.04
C 3.32 -0.79 -2.63
O 4.34 -0.71 -3.34
O 2.42 0.06 -2.46
H 0.31 -3.64 0.39
H 1.62 -3.74 1.54
H 1.32 -5.10 0.43
H 3.81 -4.81 -0.53
H 5.03 -1.80 -3.36
S 0.82 -0.62 1.71
C -0.58 -1.55 2.19
C -1.46 -2.17 1.29
C -2.59 -2.84 1.72
C -2.90 -2.91 3.07
C -2.03 -2.31 3.98
C -0.90 -1.64 3.55
H -1.25 -2.11 0.22
H -3.24 -3.30 0.99
H -3.78 -3.43 3.41
H -2.25 -2.35 5.04
H -0.25 -1.17 4.27
Cl 3.86 7.63 -2.95
C 3.15 6.13 -2.41
C 2.08 5.60 -3.12
C 1.52 4.41 -2.69
C 2.02 3.76 -1.57
C 3.10 4.31 -0.88
C 3.67 5.50 -1.30
C 1.41 2.47 -1.12
O 1.97 1.84 -0.18
O 0.40 2.04 -1.71
H 1.71 6.11 -3.99
H 0.69 3.97 -3.21
H 3.48 3.78 -0.02
H 4.50 5.93 -0.77
C -3.50 0.72 2.78
C -4.53 1.04 1.71
C -5.28 -0.21 1.28
C -3.92 1.77 0.51
N -2.98 0.97 -0.24
C -1.71 0.65 0.02
N -1.28 -0.14 -0.95
N -2.31 -0.31 -1.78
N -3.33 0.34 -1.36
H -3.99 0.36 3.68
H -2.92 1.60 3.06
H -2.81 -0.05 2.46
H -5.25 1.76 2.13
H -4.60 -0.93 0.83
H -6.05 0.02 0.54
H -5.75 -0.68 2.14
H -3.39 2.67 0.84
H -4.69 2.07 -0.21
H -1.13 0.98 0.86
*
```

## Properties
energy above the lowest of the compared OMol25 structures with the same formula, charge and spin: 0.0 kcal per mole
lowest unoccupied orbital energy (spin up / spin down): 2.428 / 2.427 eV
calculated total energy: -3718.59597 a.u.
Kohn-Sham gap (spin up / spin down): 7.320 / 7.384 eV
expectation value of S²: 8.753

---

5.
Density functional theory data (ωB97M-V/def2-TZVPD) for a molecular structure, C24H24ClO4PRuSe4 in a non-equilibrium geometry.

ORCA input file:
```
! wB97M-V def2-TZVPD RIJCOSX def2/J DEFGRID3
* xyz -1 2
Ru 0.59 0.63 0.15
Se -1.33 1.05 2.08
P -2.61 0.86 0.33
Se -1.88 0.40 -1.65
C -4.00 -0.24 0.80
C -4.75 0.11 1.91
C -5.85 -0.65 2.26
C -6.20 -1.76 1.50
C -5.44 -2.12 0.41
C -4.33 -1.36 0.05
C -3.51 2.44 0.12
C -3.16 3.59 0.80
C -3.83 4.78 0.54
C -4.84 4.81 -0.40
C -5.20 3.66 -1.08
C -4.53 2.47 -0.82
H -4.46 0.97 2.50
H -6.44 -0.38 3.12
H -7.07 -2.34 1.77
H -5.70 -2.99 -0.18
H -3.73 -1.62 -0.81
H -2.36 3.55 1.53
H -3.55 5.68 1.08
H -5.36 5.74 -0.61
H -5.99 3.68 -1.82
H -4.78 1.57 -1.36
Cl 2.45 -5.98 -2.79
C 2.06 -4.32 -2.44
C 2.65 -3.31 -3.21
C 2.36 -2.00 -2.94
C 1.44 -1.62 -1.92
O 1.17 -0.39 -1.77
C 0.85 -2.69 -1.14
C -0.04 -2.42 -0.07
O -0.52 -1.32 0.26
C 1.19 -4.02 -1.43
H 3.33 -3.58 -4.01
H 2.80 -1.21 -3.53
H -0.30 -3.28 0.56
H 0.73 -4.81 -0.85
O 3.17 1.27 -0.63
C 4.01 2.23 -0.05
C 3.31 2.87 1.16
C 4.30 3.93 1.70
O 3.86 4.61 2.84
C 3.07 1.86 2.28
Se 2.35 0.05 1.85
C 2.03 3.64 0.77
Se 0.77 2.94 -0.61
H 3.55 0.89 -1.43
H 4.27 3.01 -0.78
H 4.94 1.75 0.31
H 4.53 4.65 0.89
H 5.24 3.44 1.99
H 2.99 4.97 2.66
H 2.37 2.27 3.02
H 4.02 1.65 2.78
H 2.32 4.62 0.37
H 1.40 3.79 1.65
*
```

## Properties
energy above the lowest of the compared OMol25 structures with the same formula, charge and spin: 50.6 kcal per mole
lowest unoccupied orbital energy (spin up / spin down): 2.174 / 2.330 eV
calculated total energy: -11732.15383 a.u.
Kohn-Sham gap (spin up / spin down): 6.355 / 6.325 eV
expectation value of S²: 0.776

---

6.
Density functional theory data (ωB97M-V/def2-TZVPD) for a molecular structure, C24H24IrN4O3PS in a non-equilibrium geometry.

ORCA input file:
```
! wB97M-V def2-TZVPD RIJCOSX def2/J DEFGRID3
* xyz 2 1
Ir -0.39 0.33 -0.06
O -0.86 -1.08 1.30
N -1.61 -2.10 0.85
C -1.76 -3.15 1.68
C -2.54 -4.21 1.32
C -3.16 -4.20 0.07
C -2.99 -3.12 -0.77
C -2.19 -2.05 -0.36
S -1.94 -0.63 -1.33
H -1.23 -3.05 2.62
H -2.65 -5.04 2.00
H -3.78 -5.03 -0.24
H -3.46 -3.08 -1.74
N 1.36 0.29 -2.45
P 1.46 -0.46 -0.92
C 3.10 -0.04 -0.33
C 4.10 -0.99 -0.21
C 5.39 -0.59 0.12
C 5.68 0.74 0.32
C 4.68 1.70 0.19
C 3.39 1.32 -0.14
C 1.29 -2.23 -1.07
C 1.44 -3.00 0.08
C 1.20 -4.36 0.02
C 0.80 -4.95 -1.18
C 0.65 -4.17 -2.32
C 0.88 -2.81 -2.27
C 0.76 1.54 -2.48
C 0.98 2.46 -3.50
C 0.34 3.67 -3.44
C -0.50 3.97 -2.38
C -0.68 3.02 -1.40
N -0.07 1.82 -1.45
H 2.11 0.14 -3.12
H 3.89 -2.04 -0.38
H 6.17 -1.34 0.21
H 6.69 1.05 0.56
H 4.91 2.75 0.32
H 2.61 2.07 -0.25
H 1.73 -2.53 1.02
H 1.32 -4.97 0.91
H 0.62 -6.01 -1.22
H 0.34 -4.63 -3.25
H 0.74 -2.20 -3.16
H 1.65 2.21 -4.32
H 0.50 4.40 -4.23
H -1.02 4.91 -2.30
H -1.32 3.18 -0.55
N 2.76 1.29 4.22
C 1.91 2.07 3.27
C 1.45 1.05 2.21
O 0.65 1.53 1.35
O 1.90 -0.09 2.30
H 3.69 1.68 4.35
H 2.82 0.35 3.74
H 2.33 1.17 5.13
H 2.50 2.85 2.80
H 1.07 2.52 3.79
*
```

## Properties
energy above the lowest of the compared OMol25 structures with the same formula, charge and spin: 5.5 kcal per mole
lowest unoccupied orbital energy: -5.923 eV
calculated total energy: -2217.17816 a.u.
Kohn-Sham gap: 7.712 eV

---

7.
Density functional theory data (ωB97M-V/def2-TZVPD) for C24H24N2O3S in the gas phase in a non-equilibrium geometry.

ORCA input file:
```
! wB97M-V def2-TZVPD RIJCOSX def2/J DEFGRID3
* xyz 0 1
O -2.57 -1.64 -2.20
C -2.07 -1.36 -1.13
C -2.89 -1.34 0.13
C -2.78 -2.40 1.03
C -3.58 -2.43 2.16
C -4.48 -1.41 2.40
C -4.59 -0.36 1.50
C -3.81 -0.32 0.35
C -3.92 0.82 -0.63
C -2.64 1.62 -0.66
C -1.93 1.79 -1.85
C -0.75 2.51 -1.86
C -0.26 3.07 -0.70
C -0.96 2.91 0.49
C -2.14 2.19 0.50
N -0.76 -1.06 -0.99
C -0.11 -0.63 0.22
C 1.12 -1.51 0.49
N 1.97 -1.44 -0.67
S 3.59 -1.76 -0.40
O 3.76 -2.80 0.58
O 4.21 -1.91 -1.69
C 4.07 -0.19 0.32
C 4.66 -0.15 1.56
C 5.01 1.08 2.10
C 4.76 2.24 1.38
C 4.17 2.18 0.13
C 3.82 0.96 -0.41
C 1.33 -1.94 -1.87
C 0.11 -1.07 -2.15
H -2.08 -3.19 0.83
H -3.50 -3.25 2.85
H -5.10 -1.43 3.28
H -5.30 0.43 1.68
H -4.12 0.42 -1.62
H -4.74 1.47 -0.34
H -2.30 1.34 -2.76
H -0.21 2.63 -2.79
H 0.67 3.63 -0.71
H -0.59 3.35 1.40
H -2.69 2.07 1.43
H -0.81 -0.69 1.06
H 0.22 0.41 0.10
H 1.68 -1.13 1.34
H 0.81 -2.54 0.70
H 4.84 -1.07 2.09
H 5.48 1.13 3.07
H 5.04 3.20 1.80
H 3.98 3.09 -0.42
H 3.36 0.87 -1.38
H 2.06 -1.89 -2.67
H 1.02 -2.99 -1.73
H -0.47 -1.46 -2.99
H 0.43 -0.04 -2.36
*
```

## Properties
energy above the lowest of the compared OMol25 structures with the same formula, charge and spin: 13.2 kcal per mole
lowest unoccupied orbital energy: 0.561 eV
calculated total energy: -1662.39421 a.u.
SMILES: O=C(c1ccccc1Cc1ccccc1)N1CCN(S(=O)(=O)c2ccccc2)CC1
Kohn-Sham gap: 9.590 eV

---

8.
Density functional theory data (ωB97M-V/def2-TZVPD) for C24H24N2O4 in the gas phase in a non-equilibrium geometry.

ORCA input file:
```
! wB97M-V def2-TZVPD RIJCOSX def2/J DEFGRID3
* xyz 0 1
C -0.72 7.12 1.85
O -1.01 6.02 2.67
C -0.95 4.77 2.15
C -1.25 3.72 3.02
C -1.21 2.42 2.58
C -0.88 2.13 1.26
C -0.59 3.16 0.38
C -0.25 2.85 -1.05
N -1.35 2.15 -1.71
C -2.52 2.99 -1.83
C -0.92 1.62 -3.00
C -0.01 0.41 -2.83
O 0.87 0.14 -3.63
N -0.35 -0.31 -1.74
C 0.22 -1.48 -1.24
C 1.25 -2.15 -1.88
C 1.73 -3.31 -1.29
O 2.73 -4.10 -1.77
C 2.87 -5.12 -0.87
C 3.77 -6.16 -0.95
C 3.74 -7.10 0.07
C 2.85 -6.99 1.13
C 1.95 -5.94 1.21
C 1.96 -4.99 0.20
C 1.21 -3.80 -0.08
C 0.18 -3.12 0.56
C -0.31 -1.97 -0.01
O -1.33 -1.20 0.51
C -1.91 -1.62 1.72
C -0.63 4.48 0.82
H 0.30 7.07 1.46
H -0.82 8.00 2.48
H -1.42 7.19 1.01
H -1.50 3.97 4.04
H -1.43 1.62 3.26
H -0.85 1.11 0.92
H 0.00 3.78 -1.59
H 0.62 2.20 -1.08
H -2.81 3.33 -0.83
H -2.36 3.87 -2.47
H -3.34 2.40 -2.24
H -0.40 2.37 -3.62
H -1.81 1.28 -3.55
H -1.08 0.09 -1.17
H 1.65 -1.77 -2.80
H 4.45 -6.24 -1.78
H 4.43 -7.93 0.04
H 2.86 -7.74 1.91
H 1.26 -5.86 2.03
H -0.22 -3.51 1.49
H -2.38 -2.60 1.63
H -1.18 -1.64 2.54
H -2.68 -0.88 1.94
H -0.41 5.27 0.13
*
```

## Properties
energy above the lowest of the compared OMol25 structures with the same formula, charge and spin: 37.4 kcal per mole
lowest unoccupied orbital energy: 0.631 eV
calculated total energy: -1339.43482 a.u.
SMILES: COc1cccc(CN(C)CC(=O)Nc2cc3oc4ccccc4c3cc2OC)c1
Kohn-Sham gap: 8.316 eV